Entry 1:
C5H8N2 | wB97M-V/def2-TZVPD

Results
HOMO-LUMO gap = 0.3943 hartree
max |F| = 0.0209 Eh/bohr
SMILES = C[C@H]1[C@@H](C#N)N1C
energy relative to the best compared isomer or geometry (same formula, charge and spin) = 1.706 eV

Cartesian coordinates (Å):
C (0.91867, -1.22797, 1.25355)
C (0.50813, -0.66417, -0.08444)
C (-0.91912, -0.32627, -0.41005)
C (-2.02081, -0.39378, 0.53162)
N (-2.89810, -0.33156, 1.28308)
N (0.04304, 0.69579, -0.08376)
C (0.31915, 1.73638, -1.04662)
H (0.30892, -0.77447, 2.03969)
H (0.78962, -2.31473, 1.28894)
H (1.96965, -0.99893, 1.45942)
H (1.06670, -1.03349, -0.95188)
H (-1.20826, -0.47617, -1.45330)
H (0.35799, 1.40516, -2.09626)
H (1.25493, 2.23799, -0.78641)
H (-0.49051, 2.46622, -0.94357)

Atoms 1-3, force components in eV/Å:
0.0 0.0 0.0
0.1 -0.1 0.0
-0.2 0.0 -0.1

Entry 2:
C5H8N2 | wB97M-V/def2-TZVPD

Results
HOMO-LUMO gap = 0.3270 hartree
max |F| = 0.0310 Eh/bohr
SMILES = Cc1c[nH]c(N)c1
energy relative to the best compared isomer or geometry (same formula, charge and spin) = 0.308 eV

Cartesian coordinates (Å):
C (0.76994, -1.84317, 1.30117)
C (0.22911, -0.83006, 0.34368)
C (-1.09663, -0.80144, -0.02746)
N (-1.33618, 0.39814, -0.64434)
C (-0.18555, 1.13004, -0.69208)
N (-0.21702, 2.42321, -1.25720)
C (0.81224, 0.37865, -0.11121)
H (1.30350, -2.66205, 0.78705)
H (1.51157, -1.41440, 1.99846)
H (-0.08546, -2.11256, 1.87269)
H (-1.90578, -1.51172, 0.12507)
H (-2.22273, 0.75212, -0.96317)
H (0.22685, 3.07553, -0.62059)
H (0.31683, 2.42279, -2.11901)
H (1.85105, 0.65898, 0.03879)

Atoms 1-3, force components in eV/Å:
1.4 0.4 -0.6
-0.5 0.1 0.2
-0.2 0.1 0.1

Entry 3:
C5H8N2 | wB97M-V/def2-TZVPD

Results
HOMO-LUMO gap = 0.3724 hartree
max |F| = 0.0729 Eh/bohr
energy relative to the best compared isomer or geometry (same formula, charge and spin) = 4.527 eV

Cartesian coordinates (Å):
C (-0.57736, 1.05790, -0.03339)
C (-0.22042, -0.39935, -0.18703)
C (1.28269, -0.23962, -0.41377)
C (1.24027, 1.12476, 0.16022)
N (1.85057, 2.08101, 0.69881)
C (-0.82772, -1.50031, 0.58211)
N (-0.95712, -1.43267, -0.87995)
H (-0.90590, 1.53636, -0.97394)
H (-1.35711, 1.28577, 0.73482)
H (0.80252, 2.31483, 0.70456)
H (1.50918, -0.18441, -1.48285)
H (1.94748, -0.94711, 0.07904)
H (-1.70307, -1.28677, 1.19688)
H (-0.20089, -2.31017, 0.95134)
H (-1.88312, -1.10023, -1.13685)

Atoms 1-3, force components in eV/Å:
1.0 -0.3 -0.2
0.1 -0.5 -0.2
0.1 -0.5 -0.1

Entry 4:
C5H8N2 | wB97M-V/def2-TZVPD

Results
HOMO-LUMO gap = 0.2615 hartree
max |F| = 0.0113 Eh/bohr
energy relative to the best compared isomer or geometry (same formula, charge and spin) = 3.371 eV

Cartesian coordinates (Å):
C (-1.37961, -1.33106, 0.43819)
N (-0.18417, -0.54825, 0.27342)
C (1.03863, -0.89454, 0.44119)
C (1.95656, 0.14314, 0.00518)
C (1.23322, 1.14183, -0.52648)
C (-0.26203, 1.00283, -0.36493)
N (-1.18568, 1.17955, -1.30003)
H (-2.22076, -0.63430, 0.48357)
H (-1.53379, -1.96528, -0.43948)
H (-1.32334, -1.94988, 1.33770)
H (1.32786, -1.85298, 0.87224)
H (3.02920, 0.09659, 0.13774)
H (1.59532, 2.08864, -0.91170)
H (-0.34604, 1.53622, 0.62205)
H (-1.74539, 1.98748, -1.06867)

Atoms 1-3, force components in eV/Å:
-0.1 -0.1 0.0
0.3 0.0 0.0
-0.3 0.1 0.0

Entry 5:
C5H8N2 | wB97M-V/def2-TZVPD

Results
HOMO-LUMO gap (alpha / beta) = 0.2920 / 0.2951 hartree
max |F| = 0.0153 Eh/bohr
energy relative to the best compared isomer or geometry (same formula, charge and spin) = 3.261 eV

Cartesian coordinates (Å):
C (1.22616, 0.44440, -1.25611)
C (0.31749, 0.36523, -0.07912)
C (-1.15959, 0.61248, -0.18526)
C (-1.97067, -0.45382, -0.79920)
N (-2.58995, -1.29234, -1.29596)
C (0.21308, -0.98705, 1.74914)
N (0.83386, 0.00625, 1.10884)
H (0.64120, 0.49579, -2.17432)
H (1.92321, 1.29250, -1.23324)
H (1.82838, -0.46916, -1.31290)
H (-1.32327, 1.52064, -0.78645)
H (-1.56018, 0.80267, 0.82025)
H (-0.15673, -1.80394, 1.15022)
H (0.09420, -0.97869, 2.81819)
H (1.68281, 0.44503, 1.47593)

Atoms 1-3, force components in eV/Å:
0.0 0.0 -0.2
0.1 0.2 -0.4
0.0 0.0 0.0

Entry 6:
C5H8N2 | wB97M-V/def2-TZVPD

Results
HOMO-LUMO gap = 0.3306 hartree
max |F| = 0.0135 Eh/bohr
SMILES = C=CCN=C=CN
energy relative to the best compared isomer or geometry (same formula, charge and spin) = 2.654 eV

Cartesian coordinates (Å):
C (1.73458, 0.51672, 0.99494)
C (1.01556, -0.54555, 0.65503)
C (-0.14779, -1.07376, 1.44411)
N (-1.44823, -0.96822, 0.73048)
C (-1.44959, -0.12412, -0.17167)
C (-1.19555, 0.81275, -1.05631)
N (-0.59043, 0.61276, -2.31976)
H (2.56008, 0.86930, 0.38405)
H (1.50254, 1.08744, 1.89032)
H (1.22968, -1.06402, -0.27965)
H (-0.25866, -0.51636, 2.38080)
H (-0.00422, -2.12913, 1.70016)
H (-1.34399, 1.84377, -0.75419)
H (-1.12361, 1.04882, -3.06158)
H (-0.48036, -0.37040, -2.53675)

Atoms 1-3, force components in eV/Å:
-0.1 -0.1 0.0
0.1 0.1 0.1
0.1 0.0 0.2

Entry 7:
C5H8N2 | wB97M-V/def2-TZVPD

Results
HOMO-LUMO gap = 0.3842 hartree
max |F| = 0.0334 Eh/bohr
SMILES = C[C@@]1(CC#N)CN1
energy relative to the best compared isomer or geometry (same formula, charge and spin) = 2.735 eV

Cartesian coordinates (Å):
C (0.78244, -0.16854, -1.41858)
C (0.18434, 0.21771, -0.01123)
C (-1.33640, 0.37472, -0.02031)
C (-1.95386, -0.96329, 0.00519)
N (-2.42211, -2.02307, 0.02751)
C (0.74192, -0.13019, 1.50281)
N (0.96878, 1.07286, 0.78415)
H (0.02745, -0.43816, -2.18505)
H (1.33437, 0.69221, -1.85830)
H (1.49610, -0.99423, -1.35845)
H (-1.76523, 0.92224, -0.87319)
H (-1.59240, 0.89748, 0.90135)
H (1.27817, -1.07703, 1.46365)
H (0.44664, 0.10275, 2.56201)
H (1.83856, 1.49832, 0.49913)

Atoms 1-3, force components in eV/Å:
0.0 -0.2 0.5
-0.1 0.1 0.2
0.0 0.2 0.2

Entry 8:
C5H8N2 | wB97M-V/def2-TZVPD

Results
HOMO-LUMO gap = 0.3107 hartree
max |F| = 0.0193 Eh/bohr
energy relative to the best compared isomer or geometry (same formula, charge and spin) = 6.312 eV

Cartesian coordinates (Å):
C (1.00818, 0.05077, 1.46750)
C (0.43337, 0.50153, 0.13328)
C (-0.37169, -0.78640, -0.73386)
C (0.68118, -1.58355, -0.50562)
N (1.86629, -1.89122, -0.56378)
N (-0.98401, 0.15028, 0.16986)
C (-1.79433, 1.09431, -0.61239)
H (0.41835, -0.70208, 2.01424)
H (2.05926, -0.25772, 1.43210)
H (0.97868, 0.98402, 2.04362)
H (2.26129, -0.93008, -0.66041)
H (-0.55297, -0.67479, -1.79829)
H (-1.30446, 1.38386, -1.55411)
H (-1.92189, 1.99848, -0.01351)
H (-2.77725, 0.66258, -0.81862)

Atoms 1-3, force components in eV/Å:
0.1 0.1 0.0
-0.2 0.4 0.4
-0.1 -0.3 -0.4

Entry 9:
C5H8N2 | wB97M-V/def2-TZVPD

Results
HOMO-LUMO gap = 0.2993 hartree
max |F| = 0.0066 Eh/bohr
energy relative to the best compared isomer or geometry (same formula, charge and spin) = 2.396 eV

Cartesian coordinates (Å):
C (2.06933, -0.90865, -1.01515)
C (0.81033, -0.48512, -0.31560)
C (0.07770, -1.20440, 0.62208)
N (-0.98841, -0.46649, 1.03001)
C (-0.92074, 0.69363, 0.35383)
N (-2.13536, 1.35812, 0.79409)
C (0.15218, 0.76220, -0.49953)
H (2.03929, -0.64023, -2.07624)
H (2.95979, -0.43171, -0.59065)
H (2.22081, -1.99072, -0.95863)
H (0.26799, -2.19439, 1.01343)
H (-2.13717, 0.22998, 1.40874)
H (-2.01876, 2.22088, 1.32153)
H (-2.84355, 1.49873, 0.07717)
H (0.44658, 1.55816, -1.16508)

Atoms 1-3, force components in eV/Å:
0.1 0.0 0.0
0.0 -0.1 0.0
0.2 -0.2 0.0